[1]
11 unconnected molecules or ions with the total composition C73H70F19NO2Si, computed with ωB97M-V with the def2-TZVPD basis set.

The calculation puts the LUMO energy at 0.016 Eh.

Geometry (Å):
C: 3.708 -0.691 -2.840
C: 3.085 -1.539 -3.940
O: 3.152 -1.180 -5.050
O: 2.474 -2.726 -3.678
C: 1.706 -2.740 -2.452
C: 0.452 -3.604 -2.693
C: -0.850 -2.758 -2.846
C: -1.988 -3.215 -1.899
C: -3.091 -4.043 -2.600
C: -4.298 -4.190 -1.612
Si: -5.964 -3.763 -2.370
C: -6.194 -4.527 -4.084
N: -7.183 -4.426 -1.283
C: -6.279 -1.839 -2.351
F: -5.524 -1.264 -3.328
F: -5.764 -1.406 -1.165
C: -7.768 -1.447 -2.446
F: -8.356 -1.624 -1.286
F: -8.351 -2.339 -3.282
C: -8.080 -0.051 -3.045
F: -7.689 0.038 -4.299
F: -9.418 0.029 -3.088
C: -7.593 1.191 -2.214
F: -8.584 2.062 -2.180
F: -6.573 1.798 -2.761
F: -7.300 0.913 -0.960
H: 4.763 -0.574 -3.103
H: 3.652 -1.154 -1.854
H: 3.256 0.302 -2.841
H: 1.449 -1.740 -2.094
H: 2.321 -3.257 -1.701
H: 0.322 -4.353 -1.906
H: 0.624 -4.150 -3.626
H: -1.165 -2.780 -3.895
H: -0.632 -1.709 -2.612
H: -1.538 -3.769 -1.067
H: -2.492 -2.345 -1.459
H: -2.666 -5.045 -2.748
H: -3.362 -3.632 -3.577
H: -4.129 -3.570 -0.725
H: -4.339 -5.235 -1.277
H: -6.398 -3.756 -4.838
H: -7.114 -5.124 -4.034
H: -5.384 -5.192 -4.393
H: -8.109 -4.388 -1.692
H: -6.955 -5.374 -1.006
F: 4.051 0.623 -0.257
C: 3.438 1.768 0.110
C: 2.066 1.874 -0.026
C: 1.436 3.050 0.356
C: 2.183 4.106 0.859
C: 3.561 3.987 0.985
C: 4.193 2.809 0.613
H: 1.500 1.042 -0.427
H: 0.362 3.142 0.261
H: 1.691 5.025 1.154
H: 4.143 4.809 1.372
H: 5.264 2.694 0.713
F: -9.371 -7.135 -0.489
C: -10.095 -6.304 0.289
C: -10.468 -6.717 1.552
C: -11.208 -5.856 2.350
C: -11.572 -4.603 1.874
C: -11.190 -4.207 0.599
C: -10.443 -5.061 -0.197
H: -10.182 -7.700 1.902
H: -11.502 -6.163 3.346
H: -12.152 -3.935 2.497
H: -11.475 -3.232 0.224
H: -10.131 -4.766 -1.190
F: 6.255 5.149 1.978
C: 7.065 5.659 1.014
C: 7.423 4.858 -0.051
C: 8.245 5.376 -1.041
C: 8.704 6.683 -0.947
C: 8.337 7.473 0.134
C: 7.506 6.962 1.121
H: 7.062 3.839 -0.103
H: 8.527 4.763 -1.883
H: 9.348 7.085 -1.719
H: 8.698 8.491 0.210
H: 7.204 7.566 1.965
F: 8.502 5.015 -4.134
C: 8.962 3.829 -4.582
C: 8.317 2.670 -4.199
C: 8.788 1.450 -4.664
C: 9.900 1.406 -5.494
C: 10.539 2.581 -5.866
C: 10.065 3.804 -5.412
H: 7.456 2.726 -3.545
H: 8.288 0.535 -4.378
H: 10.268 0.453 -5.853
H: 11.407 2.546 -6.510
H: 10.544 4.732 -5.697
F: 5.230 8.578 2.793
C: 4.553 7.914 3.752
C: 4.906 6.612 4.052
C: 4.206 5.938 5.044
C: 3.164 6.567 5.713
C: 2.822 7.874 5.394
C: 3.523 8.557 4.411
H: 5.714 6.133 3.518
H: 4.475 4.920 5.295
H: 2.618 6.037 6.483
H: 2.007 8.364 5.912
H: 3.277 9.579 4.154
F: -2.650 -0.179 -0.019
C: -3.184 1.003 0.351
C: -4.549 1.185 0.253
C: -5.096 2.401 0.640
C: -4.272 3.417 1.108
C: -2.901 3.217 1.196
C: -2.351 1.999 0.820
H: -5.168 0.386 -0.120
H: -6.164 2.557 0.576
H: -4.700 4.366 1.406
H: -2.258 4.009 1.557
H: -1.285 1.820 0.889
F: 4.264 -3.564 1.816
C: 3.518 -2.755 2.598
C: 3.125 -3.198 3.845
C: 2.363 -2.360 4.648
C: 1.997 -1.101 4.190
C: 2.397 -0.673 2.931
C: 3.169 -1.504 2.130
H: 3.414 -4.186 4.180
H: 2.053 -2.690 5.631
H: 1.398 -0.452 4.818
H: 2.109 0.307 2.571
H: 3.499 -1.187 1.150
F: 1.030 -2.118 7.896
C: 1.133 -3.227 8.656
C: 1.830 -3.165 9.846
C: 1.931 -4.307 10.628
C: 1.345 -5.493 10.206
C: 0.652 -5.538 9.004
C: 0.540 -4.396 8.223
H: 2.286 -2.233 10.153
H: 2.468 -4.271 11.567
H: 1.428 -6.384 10.816
H: 0.198 -6.463 8.673
H: -0.004 -4.409 7.287
F: 10.996 -2.810 3.735
C: 9.748 -2.884 3.233
C: 9.567 -3.331 1.939
C: 8.280 -3.411 1.425
C: 7.194 -3.035 2.205
C: 7.395 -2.583 3.503
C: 8.679 -2.511 4.025
H: 10.427 -3.613 1.344
H: 8.124 -3.768 0.415
H: 6.194 -3.093 1.803
H: 6.549 -2.285 4.111
H: 8.855 -2.169 5.037
F: -10.446 4.472 -9.356
C: -9.970 3.604 -8.443
C: -8.676 3.750 -7.985
C: -8.189 2.857 -7.040
C: -8.997 1.827 -6.575
C: -10.294 1.693 -7.051
C: -10.789 2.589 -7.988
H: -8.060 4.555 -8.365
H: -7.179 2.965 -6.667
H: -8.613 1.130 -5.842
H: -10.923 0.888 -6.692
H: -11.800 2.506 -8.364

---

[2]
A molecular structure, C73H70FN7O4P2PbS2Te, computed with ωB97M-V with the def2-TZVPD basis set.

The calculation puts the LUMO energy (spin up / spin down) at 0.041 / 0.041 Eh. The energy above the lowest of the compared OMol25 structures with the same formula, charge and spin is 11.2 kcal per mole. The total charge is -1. As for the multiplicity: 2.

Geometry (Å):
Pb: 1.009 0.592 -0.220
O: 3.605 -2.859 -7.180
N: 2.720 -1.975 -7.320
O: 2.232 -1.727 -8.450
C: 2.240 -1.262 -6.221
C: 1.190 -0.373 -6.456
C: 0.566 0.323 -5.421
C: -0.502 1.227 -5.656
C: -1.098 1.862 -4.603
C: -0.634 1.590 -3.312
N: 0.355 0.760 -3.046
C: 0.976 0.135 -4.064
C: 2.130 -0.720 -3.806
N: 2.570 -0.809 -2.542
C: 3.670 -1.495 -2.286
C: 4.378 -2.174 -3.265
C: 3.918 -2.148 -4.563
C: 2.769 -1.402 -4.883
H: 0.852 -0.240 -7.472
H: -0.829 1.397 -6.674
H: -1.901 2.574 -4.750
H: -1.056 2.095 -2.451
H: 3.993 -1.516 -1.253
H: 5.271 -2.727 -3.006
H: 4.430 -2.690 -5.340
C: -4.516 6.828 -2.107
S: -5.534 5.935 -0.899
C: -4.518 6.135 0.607
C: -3.688 4.908 0.959
C: -2.643 4.605 -0.113
N: -1.739 3.497 0.200
P: -2.282 1.848 0.229
C: -3.955 1.956 -0.585
C: -3.992 1.915 -1.979
C: -5.191 2.005 -2.670
C: -6.385 2.129 -1.979
C: -6.369 2.138 -0.593
C: -5.170 2.045 0.097
C: -2.887 1.643 1.953
C: -2.631 2.545 2.976
C: -3.116 2.315 4.255
C: -3.830 1.160 4.536
C: -4.053 0.231 3.531
C: -3.592 0.475 2.249
P: -0.024 3.588 -0.137
C: 0.522 4.979 0.935
C: 1.827 5.424 0.701
C: 2.352 6.466 1.445
C: 1.587 7.075 2.434
C: 0.305 6.619 2.688
C: -0.224 5.570 1.946
C: 0.178 4.532 -1.719
C: 1.014 3.952 -2.671
C: 1.278 4.596 -3.871
C: 0.692 5.821 -4.146
C: -0.101 6.431 -3.184
C: -0.335 5.804 -1.971
H: -5.071 6.822 -3.041
H: -3.559 6.328 -2.243
H: -4.369 7.854 -1.775
H: -5.225 6.344 1.410
H: -3.888 7.013 0.452
H: -4.350 4.055 1.079
H: -3.204 5.096 1.920
H: -2.039 5.500 -0.247
H: -3.174 4.402 -1.050
H: -3.073 1.795 -2.533
H: -5.190 1.969 -3.752
H: -7.323 2.204 -2.514
H: -7.297 2.220 -0.042
H: -5.195 2.031 1.177
H: -2.021 3.414 2.773
H: -2.931 3.036 5.041
H: -4.192 0.973 5.539
H: -4.589 -0.686 3.750
H: -3.781 -0.241 1.456
H: 2.429 4.919 -0.049
H: 3.360 6.807 1.250
H: 2.000 7.889 3.018
H: -0.291 7.080 3.467
H: -1.216 5.204 2.171
H: 1.482 3.001 -2.458
H: 1.948 4.138 -4.587
H: 0.872 6.311 -5.095
H: -0.523 7.412 -3.367
H: -0.901 6.333 -1.216
N: -0.849 -1.064 -0.121
C: -1.560 -1.957 -0.271
C: -2.387 -3.080 -0.446
C: -2.746 -3.494 -1.739
C: -3.493 -4.638 -1.912
C: -3.904 -5.386 -0.813
C: -3.583 -4.957 0.470
C: -2.842 -3.811 0.664
H: -2.411 -2.907 -2.583
H: -3.753 -4.956 -2.913
H: -4.479 -6.291 -0.948
H: -3.918 -5.532 1.323
H: -2.589 -3.470 1.660
F: 0.375 1.408 6.289
C: 0.468 1.275 4.935
C: 1.048 2.281 4.196
C: 1.077 2.145 2.812
C: 0.605 1.013 2.139
C: 0.081 0.011 2.961
C: -0.036 0.140 4.340
H: 1.460 3.151 4.692
H: 1.491 2.970 2.241
H: -0.287 -0.910 2.508
H: -0.521 -0.609 4.954
C: 4.192 0.266 1.334
C: 3.547 -1.104 1.602
O: 4.146 -1.892 2.344
N: 2.374 -1.338 1.007
Te: 1.477 -3.082 1.116
C: 1.223 -4.282 2.912
C: 0.508 -5.462 2.646
C: 0.296 -5.986 1.250
C: -0.018 -6.187 3.711
C: 0.139 -5.772 5.025
C: -0.460 -6.554 6.161
C: 0.876 -4.620 5.262
C: 1.422 -3.865 4.230
C: 2.213 -2.633 4.539
C: 2.885 -4.341 0.102
C: 3.998 -4.961 0.678
C: 4.308 -4.922 2.146
C: 4.854 -5.673 -0.160
C: 4.617 -5.815 -1.518
C: 5.549 -6.603 -2.395
C: 3.480 -5.225 -2.054
C: 2.609 -4.485 -1.269
C: 1.374 -3.905 -1.908
H: 4.551 0.612 2.307
H: 3.220 2.092 1.258
H: 5.073 0.077 0.707
H: 1.248 -6.114 0.734
H: -0.323 -5.306 0.660
H: -0.205 -6.952 1.286
H: -0.578 -7.090 3.496
H: -1.062 -7.385 5.797
H: -1.089 -5.916 6.783
H: 0.332 -6.960 6.792
H: 1.021 -4.291 6.285
H: 2.568 -2.649 5.568
H: 1.608 -1.741 4.398
H: 3.063 -2.540 3.865
H: 4.326 -3.892 2.496
H: 5.284 -5.366 2.335
H: 3.564 -5.472 2.724
H: 5.732 -6.139 0.270
H: 6.365 -7.031 -1.815
H: 5.968 -5.962 -3.172
H: 5.011 -7.409 -2.895
H: 3.272 -5.339 -3.111
H: 1.445 -3.975 -2.992
H: 1.242 -2.854 -1.643
H: 0.480 -4.455 -1.596
O: 3.560 3.304 -0.891
S: 3.622 1.784 -0.974
N: 3.331 1.246 0.714